DFT (the ωB97M-V functional and the def2-TZVPD basis) results for a single C14H15N7O5S2 molecule at a distorted geometry.

Results
* frontier orbital gap: 0.317 hartree
* HOMO energy: -9.30 eV
* calculated total energy: -2098.1146 Ha
* largest force on an atom: 0.13056 Eh/bohr
* LUMO level: -0.67 eV

Last columns: bonded neighbours and bond lengths (Å).
Positions of all 43 atoms, in Å:
1 N -3.332 -2.433 -2.537  C5 1.129
2 O 0.507 -0.214 5.684  C12 1.165
3 O -2.539 -0.448 5.037  S28 1.488
4 O -3.281 1.859 5.358  S28 1.451
5 C -2.712 -1.670 -3.093  N1 1.129, C20 1.406
6 N 2.183 -3.095 -1.066  O9 1.434, C13 1.276
7 N 1.905 -1.951 -2.986  O9 1.411, C14 1.278
8 N 3.022 1.211 -1.692  O10 1.454, C15 1.332
9 O 1.761 -3.240 -2.429  N6 1.434, N7 1.411
10 O 2.947 2.621 -2.041  N8 1.454, H29 0.920
11 S 2.597 -0.982 0.673  C13 1.855, C25 1.841
12 C 0.232 0.244 4.649  O2 1.165, N23 1.377, C27 1.467
13 C 2.440 -1.850 -0.960  N6 1.276, S11 1.855, C14 1.420
14 C 2.253 -1.068 -2.130  N7 1.278, C13 1.420, C15 1.509
15 C 2.264 0.409 -2.436  N8 1.332, C14 1.509, N22 1.450
16 C -1.514 0.596 -5.720  C17 1.383, C18 1.393, H30 1.188
17 C -2.266 -0.330 -5.021  C16 1.383, C20 1.413, H31 1.168
18 C -0.271 0.980 -5.224  C16 1.393, C21 1.377, H32 1.055
19 C -0.565 -0.351 -3.276  C20 1.435, C21 1.382, H33 1.093
20 C -1.801 -0.861 -3.796  C5 1.406, C17 1.413, C19 1.435
21 C 0.246 0.442 -4.066  C18 1.377, C19 1.382, N22 1.463
22 N 1.508 0.964 -3.542  C15 1.450, C21 1.463, H34 1.013
23 N 0.646 -0.355 3.480  C12 1.377, C26 1.462, H35 0.982
24 N -1.740 0.749 7.009  S28 1.625, H36 1.022, H37 1.024
25 C 0.834 -1.071 1.196  S11 1.841, C26 1.499, H38 1.091, H39 1.183
26 C 0.340 0.018 2.101  N23 1.462, C25 1.499, H40 1.095, H41 1.136
27 C -0.733 1.349 4.658  C12 1.467, S28 1.692, H42 1.093, H43 1.122
28 S -2.168 0.932 5.452  O3 1.488, O4 1.451, N24 1.625, C27 1.692
29 H 3.359 3.185 -1.442  O10 0.920
30 H -1.952 0.931 -6.773  C16 1.188
31 H -3.267 -0.718 -5.479  C17 1.168
32 H 0.444 1.478 -5.819  C18 1.055
33 H -0.102 -0.595 -2.316  C19 1.093
34 H 1.606 1.965 -3.657  N22 1.013
35 H 1.328 -1.045 3.633  N23 0.982
36 H -2.633 0.469 7.421  N24 1.022
37 H -1.006 0.037 7.060  N24 1.024
38 H 0.575 -2.090 1.489  C25 1.091
39 H 0.178 -1.025 0.213  C25 1.183
40 H 0.874 0.930 1.815  C26 1.095
41 H -0.758 0.233 1.904  C26 1.136
42 H -1.020 1.451 3.609  C27 1.093
43 H -0.391 2.339 5.059  C27 1.122

***

DFT (the ωB97M-V functional and the def2-TZVPD basis) results for a 14-piece molecular cluster, C38H109N5O14 overall at a distorted geometry.

Results
* frontier orbital gap: 0.330 hartree
* HOMO energy: -8.64 eV
* calculated total energy: -2840.1128 Ha
* largest force on an atom: 0.03492 Eh/bohr
* LUMO level: 0.34 eV

Last columns: bonded neighbours and bond lengths (Å).
Positions of all 166 atoms, in Å:
1 C -10.999 0.441 5.008  C2 1.520, H4 1.092, H5 1.092, H6 1.091
2 C -12.515 0.328 5.048  C1 1.520, O3 1.412, H7 1.092, H8 1.101
3 O -12.979 -0.153 3.804  C2 1.412, H9 0.971
4 H -10.598 -0.571 4.916  C1 1.092
5 H -10.547 0.878 5.900  C1 1.092
6 H -10.708 0.993 4.113  C1 1.091
7 H -12.952 1.261 5.411  C2 1.092
8 H -12.788 -0.421 5.807  C2 1.101
9 H -12.537 -1.000 3.628  O3 0.971
10 C -16.486 -2.327 13.422  C11 1.521, H13 1.097, H14 1.090, H15 1.087
11 C -16.750 -3.780 13.057  C10 1.521, O12 1.428, H16 1.095, H17 1.097
12 O -16.887 -3.915 11.642  C11 1.428, H18 0.962
13 H -16.057 -2.327 14.432  C10 1.097
14 H -17.407 -1.765 13.576  C10 1.090
15 H -15.747 -1.844 12.789  C10 1.087
16 H -17.640 -4.171 13.562  C11 1.095
17 H -15.912 -4.390 13.416  C11 1.097
18 H -16.681 -4.815 11.373  O12 0.962
19 C -9.069 -1.346 10.675  C20 1.533, H22 1.092, H23 1.090, H24 1.089
20 C -8.465 -0.410 11.729  C19 1.533, O21 1.429, H25 1.089, H26 1.091
21 O -8.667 0.934 11.288  C20 1.429, H27 0.960
22 H -8.977 -2.385 11.002  C19 1.092
23 H -8.515 -1.183 9.751  C19 1.090
24 H -10.119 -1.104 10.520  C19 1.089
25 H -7.418 -0.630 11.931  C20 1.089
26 H -9.036 -0.544 12.649  C20 1.091
27 H -7.865 1.375 10.996  O21 0.960
28 C -13.002 -1.418 8.229  C29 1.516, H31 1.091, H32 1.092, H33 1.094
29 C -13.091 -1.638 9.727  C28 1.516, O30 1.417, H34 1.093, H35 1.098
30 O -13.796 -0.599 10.385  C29 1.417, H36 0.976
31 H -12.350 -2.145 7.742  C28 1.091
32 H -12.598 -0.427 8.014  C28 1.092
33 H -14.008 -1.487 7.804  C28 1.094
34 H -12.090 -1.791 10.138  C29 1.093
35 H -13.553 -2.626 9.855  C29 1.098
36 H -14.734 -0.779 10.186  O30 0.976
37 C -17.533 2.324 12.861  C38 1.522, H40 1.093, H41 1.093, H42 1.088
38 C -16.249 1.714 12.317  C37 1.522, O39 1.412, H43 1.101, H44 1.102
39 O -15.152 2.426 12.848  C38 1.412, H45 1.001
40 H -18.427 1.783 12.542  C37 1.093
41 H -17.612 3.323 12.426  C37 1.093
42 H -17.567 2.438 13.943  C37 1.088
43 H -16.216 1.733 11.217  C38 1.101
44 H -16.167 0.638 12.541  C38 1.102
45 H -14.327 1.910 12.614  O39 1.001
46 C -12.203 3.449 8.963  C47 1.511, H49 1.090, H50 1.093, H51 1.090
47 C -11.137 2.433 9.302  C46 1.511, O48 1.412, H52 1.098, H53 1.104
48 O -10.775 2.526 10.664  C47 1.412, H54 0.984
49 H -12.750 3.140 8.072  C46 1.090
50 H -11.750 4.421 8.753  C46 1.093
51 H -12.903 3.617 9.782  C46 1.090
52 H -10.299 2.493 8.595  C47 1.098
53 H -11.525 1.409 9.156  C47 1.104
54 H -10.015 1.942 10.884  O48 0.984
55 C -18.693 -0.385 9.850  C56 1.529, H58 1.089, H59 1.090, H60 1.099
56 C -17.638 -1.364 9.336  C55 1.529, O57 1.427, H61 1.092, H62 1.096
57 O -16.495 -1.341 10.191  C56 1.427, H63 0.970
58 H -18.269 0.614 9.764  C55 1.089
59 H -19.150 -0.605 10.815  C55 1.090
60 H -19.577 -0.443 9.200  C55 1.099
61 H -17.430 -1.125 8.291  C56 1.092
62 H -18.045 -2.380 9.285  C56 1.096
63 H -16.634 -2.085 10.797  O57 0.970
64 C -15.255 1.487 7.973  C65 1.522, H67 1.090, H68 1.093, H69 1.090
65 C -15.541 2.360 6.760  C64 1.522, O66 1.417, H70 1.093, H71 1.093
66 O -16.924 2.309 6.456  C65 1.417, H72 0.957
67 H -14.199 1.456 8.241  C64 1.090
68 H -15.498 0.440 7.775  C64 1.093
69 H -15.875 1.829 8.802  C64 1.090
70 H -14.992 1.980 5.895  C65 1.093
71 H -15.206 3.389 6.914  C65 1.093
72 H -17.399 3.119 6.648  O66 0.957
73 C -13.369 -3.626 4.518  C74 1.529, H76 1.096, H77 1.090, H78 1.098
74 C -12.753 -3.404 3.135  C73 1.529, O75 1.444, H79 1.089, H80 1.088
75 O -11.600 -2.551 3.301  C74 1.444, H81 0.960
76 H -12.612 -3.791 5.292  C73 1.096
77 H -14.158 -4.377 4.548  C73 1.090
78 H -13.789 -2.696 4.923  C73 1.098
79 H -13.497 -2.898 2.522  C74 1.089
80 H -12.452 -4.345 2.677  C74 1.088
81 H -10.825 -3.114 3.230  O75 0.960
82 C -16.648 -1.366 5.299  C83 1.524, H88 1.091, H89 1.095, H90 1.096
83 C -16.841 -0.776 3.907  C82 1.524, C84 1.528, N87 1.473, H91 1.091
84 C -18.305 -0.782 3.472  C83 1.528, O85 1.424, H92 1.094, H93 1.096
85 O -18.760 -2.130 3.541  C84 1.424, C86 1.416
86 C -20.106 -2.197 3.105  O85 1.416, H94 1.096, H95 1.092, H96 1.089
87 N -16.379 0.622 3.909  C83 1.473, H97 1.020, H98 1.017
88 H -17.306 -0.949 6.063  C82 1.091
89 H -15.628 -1.140 5.627  C82 1.095
90 H -16.727 -2.459 5.255  C82 1.096
91 H -16.256 -1.367 3.201  C83 1.091
92 H -18.378 -0.409 2.446  C84 1.094
93 H -18.903 -0.136 4.125  C84 1.096
94 H -20.759 -1.683 3.818  C86 1.096
95 H -20.432 -3.233 3.214  C86 1.092
96 H -20.231 -1.861 2.077  C86 1.089
97 H -16.719 1.121 4.731  N87 1.020
98 H -15.367 0.586 3.995  N87 1.017
99 C -13.864 -8.096 7.758  C100 1.527, H105 1.099, H106 1.094, H107 1.090
100 C -15.113 -7.666 6.992  C99 1.527, C101 1.516, N104 1.473, H108 1.095
101 C -15.328 -6.165 7.004  C100 1.516, O102 1.403, H109 1.101, H110 1.101
102 O -15.506 -5.652 8.297  C101 1.403, C103 1.416
103 C -15.654 -4.244 8.259  O102 1.416, H111 1.089, H112 1.096, H113 1.095
104 N -15.080 -8.178 5.611  C100 1.473, H114 1.018, H115 1.012
105 H -13.941 -7.816 8.818  C99 1.099
106 H -12.965 -7.560 7.437  C99 1.094
107 H -13.662 -9.167 7.769  C99 1.090
108 H -16.027 -8.107 7.404  C100 1.095
109 H -16.238 -6.008 6.404  C101 1.101
110 H -14.556 -5.651 6.411  C101 1.101
111 H -15.703 -3.921 9.298  C103 1.089
112 H -16.598 -3.952 7.783  C103 1.096
113 H -14.835 -3.757 7.720  C103 1.095
114 H -14.238 -7.814 5.170  N104 1.018
115 H -14.970 -9.181 5.683  N104 1.012
116 C -10.067 -2.850 7.741  C117 1.519, H122 1.091, H123 1.090, H124 1.091
117 C -9.759 -4.287 8.125  C116 1.519, C118 1.539, N121 1.478, H125 1.096
118 C -11.024 -5.148 8.288  C117 1.539, O119 1.400, H126 1.098, H127 1.094
119 O -11.866 -4.512 9.208  C118 1.400, C120 1.418
120 C -13.047 -5.247 9.484  O119 1.418, H128 1.094, H129 1.090, H130 1.090
121 N -8.988 -4.853 6.998  C117 1.478, H131 1.009, H132 1.013
122 H -10.583 -2.864 6.780  C116 1.091
123 H -9.146 -2.269 7.687  C116 1.090
124 H -10.686 -2.425 8.533  C116 1.091
125 H -9.183 -4.245 9.056  C117 1.096
126 H -10.643 -6.104 8.670  C118 1.098
127 H -11.491 -5.267 7.305  C118 1.094
128 H -12.777 -6.211 9.926  C120 1.094
129 H -13.665 -5.317 8.588  C120 1.090
130 H -13.594 -4.703 10.254  C120 1.090
131 H -8.215 -4.261 6.735  N121 1.009
132 H -8.674 -5.787 7.232  N121 1.013
133 C -11.434 1.295 14.404  C134 1.513, H139 1.093, H140 1.093, H141 1.096
134 C -11.947 0.387 13.308  C133 1.513, C135 1.523, N138 1.458, H142 1.097
135 C -12.873 -0.686 13.867  C134 1.523, O136 1.402, H143 1.103, H144 1.098
136 O -12.094 -1.640 14.537  C135 1.402, C137 1.400
137 C -12.836 -2.706 15.058  O136 1.400, H145 1.089, H146 1.098, H147 1.098
138 N -12.699 1.201 12.361  C134 1.458, H148 1.027, H149 1.021
139 H -10.829 0.770 15.148  C133 1.093
140 H -12.174 1.849 14.986  C133 1.093
141 H -10.827 2.091 13.958  C133 1.096
142 H -11.084 -0.098 12.835  C134 1.097
143 H -13.462 -1.072 13.018  C135 1.103
144 H -13.639 -0.287 14.544  C135 1.098
145 H -12.179 -3.480 15.452  C137 1.089
146 H -13.373 -3.126 14.197  C137 1.098
147 H -13.576 -2.522 15.848  C137 1.098
148 H -13.007 0.599 11.589  N138 1.027
149 H -12.106 1.908 11.924  N138 1.021
150 C -10.249 -6.755 10.686  C151 1.523, H156 1.097, H157 1.092, H158 1.094
151 C -9.755 -5.340 10.959  C150 1.523, C152 1.530, N155 1.474, H159 1.094
152 C -10.133 -4.818 12.347  C151 1.530, O153 1.410, H160 1.097, H161 1.090
153 O -11.524 -4.822 12.577  C152 1.410, C154 1.404
154 C -12.205 -3.838 11.843  O153 1.404, H162 1.096, H163 1.097, H164 1.086
155 N -8.286 -5.282 10.853  C151 1.474, H165 1.014, H166 1.019
156 H -11.340 -6.743 10.569  C150 1.097
157 H -9.993 -7.492 11.450  C150 1.092
158 H -9.875 -7.170 9.746  C150 1.094
159 H -10.118 -4.664 10.179  C151 1.094
160 H -9.810 -3.775 12.447  C152 1.097
161 H -9.643 -5.375 13.145  C152 1.090
162 H -12.107 -4.072 10.777  C154 1.096
163 H -11.784 -2.834 11.973  C154 1.097
164 H -13.253 -3.805 12.127  C154 1.086
165 H -7.973 -5.775 10.024  N155 1.014
166 H -7.872 -5.833 11.604  N155 1.019

***

Among the records above, which one has the lowest LUMO level? C14H15N7O5S2

***

Which of these has the lowest frontier orbital gap? C14H15N7O5S2

***

The lowest LUMO level belongs to which entry? C14H15N7O5S2

***

Copy entry 1 word for word.
DFT (the ωB97M-V functional and the def2-TZVPD basis) results for a single C14H15N7O5S2 molecule at a distorted geometry.

Results
* frontier orbital gap: 0.317 hartree
* HOMO energy: -9.30 eV
* calculated total energy: -2098.1146 Ha
* largest force on an atom: 0.13056 Eh/bohr
* LUMO level: -0.67 eV

Last columns: bonded neighbours and bond lengths (Å).
Positions of all 43 atoms, in Å:
1 N -3.332 -2.433 -2.537  C5 1.129
2 O 0.507 -0.214 5.684  C12 1.165
3 O -2.539 -0.448 5.037  S28 1.488
4 O -3.281 1.859 5.358  S28 1.451
5 C -2.712 -1.670 -3.093  N1 1.129, C20 1.406
6 N 2.183 -3.095 -1.066  O9 1.434, C13 1.276
7 N 1.905 -1.951 -2.986  O9 1.411, C14 1.278
8 N 3.022 1.211 -1.692  O10 1.454, C15 1.332
9 O 1.761 -3.240 -2.429  N6 1.434, N7 1.411
10 O 2.947 2.621 -2.041  N8 1.454, H29 0.920
11 S 2.597 -0.982 0.673  C13 1.855, C25 1.841
12 C 0.232 0.244 4.649  O2 1.165, N23 1.377, C27 1.467
13 C 2.440 -1.850 -0.960  N6 1.276, S11 1.855, C14 1.420
14 C 2.253 -1.068 -2.130  N7 1.278, C13 1.420, C15 1.509
15 C 2.264 0.409 -2.436  N8 1.332, C14 1.509, N22 1.450
16 C -1.514 0.596 -5.720  C17 1.383, C18 1.393, H30 1.188
17 C -2.266 -0.330 -5.021  C16 1.383, C20 1.413, H31 1.168
18 C -0.271 0.980 -5.224  C16 1.393, C21 1.377, H32 1.055
19 C -0.565 -0.351 -3.276  C20 1.435, C21 1.382, H33 1.093
20 C -1.801 -0.861 -3.796  C5 1.406, C17 1.413, C19 1.435
21 C 0.246 0.442 -4.066  C18 1.377, C19 1.382, N22 1.463
22 N 1.508 0.964 -3.542  C15 1.450, C21 1.463, H34 1.013
23 N 0.646 -0.355 3.480  C12 1.377, C26 1.462, H35 0.982
24 N -1.740 0.749 7.009  S28 1.625, H36 1.022, H37 1.024
25 C 0.834 -1.071 1.196  S11 1.841, C26 1.499, H38 1.091, H39 1.183
26 C 0.340 0.018 2.101  N23 1.462, C25 1.499, H40 1.095, H41 1.136
27 C -0.733 1.349 4.658  C12 1.467, S28 1.692, H42 1.093, H43 1.122
28 S -2.168 0.932 5.452  O3 1.488, O4 1.451, N24 1.625, C27 1.692
29 H 3.359 3.185 -1.442  O10 0.920
30 H -1.952 0.931 -6.773  C16 1.188
31 H -3.267 -0.718 -5.479  C17 1.168
32 H 0.444 1.478 -5.819  C18 1.055
33 H -0.102 -0.595 -2.316  C19 1.093
34 H 1.606 1.965 -3.657  N22 1.013
35 H 1.328 -1.045 3.633  N23 0.982
36 H -2.633 0.469 7.421  N24 1.022
37 H -1.006 0.037 7.060  N24 1.024
38 H 0.575 -2.090 1.489  C25 1.091
39 H 0.178 -1.025 0.213  C25 1.183
40 H 0.874 0.930 1.815  C26 1.095
41 H -0.758 0.233 1.904  C26 1.136
42 H -1.020 1.451 3.609  C27 1.093
43 H -0.391 2.339 5.059  C27 1.122